{"formula": "C4H23NO9", "method": "the ωB97M-V functional and the def2-TZVPD basis", "symbols": ["C", "O", "C", "C", "C", "O", "N", "H", "H", "H", "H", "H", "H", "H", "H", "H", "H", "H", "O", "H", "H", "O", "H", "H", "O", "H", "H", "O", "H", "H", "O", "H", "H", "O", "H", "H", "O"], "xyz": [[-0.33922, 0.27844, -1.89895], [0.56248, -0.46520, -2.67915], [0.38867, 0.89458, -0.67464], [-0.51866, 0.81952, 0.56555], [0.08477, 1.52419, 1.79179], [0.00339, 2.90702, 1.71118], [1.69502, 0.24964, -0.41231], [-1.15623, -0.43292, -1.56704], [-0.71254, 1.07737, -2.60626], [0.61710, 1.99579, -0.87736], [-0.70810, -0.25959, 0.83067], [-1.44167, 1.31782, 0.38407], [-0.44514, 1.15973, 2.69012], [1.15174, 1.34650, 1.94993], [1.57915, -0.74793, -0.23402], [2.29323, 0.37741, -1.24226], [2.35822, 2.50291, 0.22121], [1.38524, 3.43528, 0.90831], [2.27206, 3.42107, 0.42507], [2.10565, -2.87947, -1.72930], [0.78776, -1.30840, -2.16870], [1.38939, -2.55608, -1.31282], [-1.13033, 3.30782, 1.57892], [-2.13225, 4.47755, 0.84602], [-2.29693, 3.81272, 1.48106], [1.55047, -2.77619, 0.11934], [1.50085, -2.04827, 1.47089], [1.58482, -2.90105, 1.17743], [0.30133, -4.08155, 1.27977], [-0.36093, -4.71149, 0.11590], [-0.36419, -4.75524, 1.07344], [-1.11061, -3.86856, -1.75489], [0.42342, -3.60558, -1.47386], [-0.33545, -4.35406, -1.58294], [-3.54047, 1.54413, 0.29825], [-3.39787, 2.95713, 0.88667], [-4.04417, 2.34496, 0.40895]], "forces_ev_per_angstrom": [[-0.10, -0.20, -0.64], [0.06, -0.79, -0.39], [0.11, 0.98, 0.14], [1.80, -0.95, 0.64], [-0.12, 0.29, 0.37], [-1.15, 1.03, -0.31], [-0.08, 0.91, 0.06], [0.38, 1.03, -0.20], [-0.14, -0.73, 1.04], [-0.39, -1.37, 0.20], [0.06, 0.77, -0.39], [-0.90, 0.25, -0.34], [-0.01, -0.07, -0.01], [0.00, -0.82, -0.21], [0.15, 0.37, -0.46], [-0.61, -0.49, 0.59], [0.22, -1.16, -0.21], [0.49, -0.14, -0.22], [-0.50, 1.23, 0.47], [3.95, -1.61, -2.29], [0.14, 0.69, -0.45], [-3.67, 1.32, 2.07], [0.43, -0.13, 0.31], [0.18, 1.18, -1.09], [0.46, -0.94, 1.21], [0.04, -0.29, 1.08], [-0.33, 3.29, 1.47], [0.62, -2.78, -2.10], [0.13, 0.16, 0.33], [-0.28, -0.17, -0.85], [-0.21, -0.42, 1.00], [-1.48, 0.91, -0.33], [-0.79, -0.56, -0.23], [1.96, -0.48, 0.00], [0.16, -0.39, -0.10], [0.16, 0.05, -0.03], [-0.73, 0.02, -0.12]], "total_charge": -2, "gap_ha": 0.310, "lumo_energy_ev": 5.5, "e_tot_ev": -24439.986}

{"formula": "C42H58AsGaN3S", "method": "the ωB97M-V functional and the def2-TZVPD basis", "symbols": ["Ga", "C", "C", "C", "C", "C", "C", "C", "C", "C", "C", "C", "C", "C", "C", "C", "C", "C", "H", "H", "H", "H", "H", "H", "H", "H", "H", "H", "H", "H", "H", "H", "H", "H", "H", "H", "H", "H", "H", "H", "H", "H", "H", "H", "H", "H", "H", "C", "As", "C", "C", "C", "C", "C", "C", "C", "C", "H", "H", "H", "H", "H", "H", "H", "H", "H", "H", "H", "H", "H", "N", "C", "C", "C", "C", "C", "C", "C", "C", "C", "C", "C", "C", "C", "H", "H", "H", "H", "H", "H", "H", "H", "H", "H", "S", "C", "N", "C", "C", "N", "H", "H", "H", "H", "H", "H"], "xyz": [[0.52617, 0.28276, -0.77249], [1.94051, -1.61026, -1.96104], [2.58718, -0.40619, -2.30616], [1.67887, 0.31727, -3.16828], [0.53125, -0.49455, -3.32145], [0.68518, -1.68447, -2.60241], [-0.23150, -2.87792, -2.62455], [-1.63343, -2.47297, -3.09082], [0.36211, -3.90820, -3.59633], [-0.32994, -3.48292, -1.21768], [1.82722, 1.55845, -4.03412], [0.46320, 1.99775, -4.59608], [2.37365, 2.77631, -3.28313], [2.70850, 1.21595, -5.24568], [3.97644, -0.09319, -1.75858], [4.59091, -1.34714, -1.11375], [3.87149, 0.96635, -0.64998], [4.98972, 0.34538, -2.82287], [2.38300, -2.42749, -1.42335], [-0.28811, -0.28554, -3.98129], [-1.60700, -2.13777, -4.12372], [-2.02173, -1.65951, -2.47395], [-2.31604, -3.31851, -3.02837], [0.41780, -3.48515, -4.59621], [-0.24239, -4.81211, -3.63471], [1.37154, -4.17615, -3.29344], [-0.61372, -2.70466, -0.50143], [0.62543, -3.90364, -0.91448], [-1.07543, -4.27614, -1.19383], [-0.28256, 2.09809, -3.80243], [0.09971, 1.29934, -5.34473], [0.57165, 2.96432, -5.08347], [1.72206, 3.00934, -2.43721], [2.38876, 3.63912, -3.94578], [3.38327, 2.62701, -2.92440], [2.26122, 0.39950, -5.80754], [3.70300, 0.90703, -4.95392], [2.79794, 2.07412, -5.90714], [4.02287, -1.66973, -0.24463], [5.60249, -1.12553, -0.77966], [4.64660, -2.15880, -1.83500], [3.28757, 0.56734, 0.18617], [3.38657, 1.87485, -0.99781], [4.86431, 1.21757, -0.28425], [5.02256, -0.38376, -3.62850], [5.98297, 0.39352, -2.38041], [4.77694, 1.32231, -3.23724], [-3.34004, 4.09667, -1.96432], [-2.01929, 2.84831, -1.20574], [-1.76399, 3.78218, 0.50673], [-3.29165, 1.39456, -0.59465], [-4.36411, 1.85071, 0.32113], [-4.17722, 1.93912, 1.70051], [-5.17964, 2.42098, 2.52635], [-6.38819, 2.83183, 1.98959], [-6.59936, 2.72027, 0.62521], [-5.60228, 2.22979, -0.19697], [-4.15728, 4.27151, -1.26763], [-3.74061, 3.70568, -2.89952], [-2.85548, 5.04923, -2.17763], [-2.71480, 4.03393, 0.97110], [-1.21556, 4.70500, 0.32381], [-1.18045, 3.17141, 1.19509], [-2.66875, 0.62043, -0.13408], [-3.72304, 0.98622, -1.51284], [-3.22641, 1.65523, 2.13816], [-5.01554, 2.48414, 3.59208], [-7.16362, 3.22516, 2.62901], [-7.54672, 3.01882, 0.20280], [-5.77545, 2.13284, -1.25998], [0.29635, -0.52560, 2.02126], [1.04170, -0.52050, 3.10034], [0.67537, 0.29169, 4.26445], [0.41404, 1.65035, 4.08165], [-0.00156, 2.42777, 5.14522], [-0.21578, 1.85001, 6.38585], [0.00741, 0.49276, 6.56474], [0.46899, -0.28372, 5.51823], [2.19925, -1.38470, 3.12306], [2.41149, -2.30450, 2.08128], [3.50304, -3.14644, 2.10219], [4.40375, -3.09562, 3.15801], [4.20822, -2.18699, 4.18645], [3.12511, -1.33359, 4.17478], [0.59337, 2.09733, 3.11128], [-0.16918, 3.48441, 5.00612], [-0.53763, 2.45855, 7.21778], [-0.18986, 0.03952, 7.52415], [0.66030, -1.33853, 5.65772], [1.71649, -2.33252, 1.25093], [3.67027, -3.84973, 1.29977], [5.26295, -3.74658, 3.18020], [4.91210, -2.12681, 5.00051], [3.00751, -0.62410, 4.97834], [-1.21305, 0.21104, 2.04219], [-2.13043, -1.23545, 2.02723], [-1.59639, -2.42506, 2.28222], [-2.59496, -3.47662, 2.25366], [-3.90436, -2.69960, 2.00793], [-3.44457, -1.32781, 1.85391], [-0.60071, -2.58098, 2.30163], [-2.60888, -4.01780, 3.20142], [-2.37174, -4.18997, 1.45799], [-4.59605, -2.78326, 2.85034], [-4.41106, -3.04340, 1.10340], [-4.07083, -0.54899, 1.71380]], "forces_ev_per_angstrom": [[0.77, -0.69, -1.81], [-0.47, -0.16, -0.01], [-0.11, 0.45, 0.00], [0.08, 0.08, 0.32], [-0.02, -0.11, 0.21], [-0.18, 0.15, 0.49], [-0.11, 0.02, 0.12], [0.23, -0.05, 0.11], [-0.13, 0.06, 0.13], [-0.05, 0.10, -0.17], [0.01, 0.30, -0.09], [0.03, -0.06, 0.19], [-0.05, -0.15, -0.04], [-0.04, 0.05, 0.12], [0.12, 0.09, 0.22], [-0.10, 0.16, -0.07], [0.06, -0.07, -0.06], [-0.13, 0.01, 0.10], [0.07, -0.05, 0.24], [-0.19, 0.13, 0.00], [-0.08, 0.07, -0.13], [-0.05, 0.03, 0.02], [-0.08, -0.10, -0.02], [0.00, 0.02, -0.12], [-0.10, -0.14, -0.01], [0.10, -0.06, 0.04], [-0.02, -0.02, 0.04], [0.13, -0.05, 0.14], [-0.07, -0.17, 0.01], [0.03, 0.01, -0.05], [-0.12, -0.10, -0.06], [0.02, 0.09, -0.07], [0.03, 0.04, 0.06], [0.01, 0.11, -0.07], [0.12, 0.02, 0.13], [-0.07, -0.10, -0.07], [0.15, -0.03, 0.02], [0.00, 0.16, -0.11], [-0.07, -0.09, 0.06], [0.09, 0.06, 0.05], [0.01, -0.16, -0.03], [0.04, 0.01, 0.02], [0.01, 0.05, 0.01], [0.16, 0.11, 0.13], [0.01, -0.04, -0.15], [0.10, 0.02, 0.07], [-0.04, 0.09, -0.11], [0.02, -0.09, 0.09], [-0.20, -0.08, 0.03], [-0.07, 0.01, -0.06], [0.35, 0.12, -0.22], [-0.22, -0.06, 0.00], [0.02, -0.05, -0.02], [-0.10, 0.04, 0.11], [-0.03, -0.05, 0.10], [-0.06, 0.05, -0.02], [0.05, -0.03, 0.01], [-0.06, 0.01, 0.05], [0.05, -0.05, 0.02], [0.09, -0.06, 0.02], [-0.06, 0.00, 0.03], [0.05, -0.01, -0.08], [0.04, -0.05, 0.00], [-0.03, 0.14, -0.23], [0.13, 0.00, 0.04], [-0.04, 0.13, 0.00], [0.04, 0.03, 0.09], [-0.06, 0.01, 0.06], [-0.09, 0.02, -0.06], [-0.03, 0.03, -0.08], [0.86, -0.64, 0.69], [-1.22, 0.36, -0.70], [-0.17, 0.39, 0.43], [0.29, -0.11, 0.05], [-0.07, 0.12, -0.01], [0.07, -0.07, 0.02], [-0.10, 0.04, 0.12], [0.09, -0.02, -0.26], [0.86, -0.57, -0.09], [-0.15, 0.17, 0.08], [0.11, -0.14, 0.03], [-0.09, 0.18, 0.08], [0.17, -0.06, 0.03], [-0.27, 0.08, -0.22], [0.00, 0.07, -0.03], [0.00, 0.11, -0.03], [-0.07, 0.02, 0.04], [0.06, -0.05, 0.09], [-0.02, -0.07, 0.05], [0.02, 0.01, -0.04], [-0.06, -0.01, -0.10], [0.08, -0.11, -0.04], [0.11, -0.04, 0.09], [-0.05, 0.11, 0.03], [-0.26, 0.29, 0.11], [-0.06, -0.42, 0.22], [-0.03, 0.40, -0.12], [-0.16, -0.56, -0.01], [-0.33, -0.50, 0.00], [0.34, 0.22, -0.02], [0.01, 0.14, -0.04], [0.00, 0.07, -0.07], [-0.07, 0.08, 0.00], [0.09, 0.03, -0.11], [0.02, 0.10, 0.10], [0.11, 0.24, -0.03]], "total_charge": 1, "gap_ha": 0.220, "lumo_energy_ev": -3.4, "e_tot_ev": -173009.884}